Entry 1:
{
  "formula": "C47H63MnN3P3Si",
  "method": "ωB97M-V/def2-TZVPD",
  "elements": ["Mn", "C", "C", "C", "P", "C", "C", "C", "C", "C", "C", "C", "C", "C", "Si", "C", "C", "C", "C", "C", "C", "P", "C", "C", "C", "C", "C", "C", "C", "C", "C", "C", "C", "C", "P", "C", "C", "C", "C", "C", "C", "H", "H", "H", "H", "H", "H", "H", "H", "H", "H", "H", "H", "H", "H", "H", "H", "H", "H", "H", "H", "H", "H", "H", "H", "H", "H", "H", "H", "H", "H", "H", "H", "H", "H", "H", "H", "H", "H", "H", "H", "H", "H", "H", "H", "H", "H", "H", "H", "H", "H", "H", "H", "H", "H", "C", "C", "N", "C", "C", "C", "C", "C", "C", "C", "C", "N", "C", "N", "H", "H", "H", "H", "H", "H", "H", "H", "H"],
  "positions_angstrom": [[-0.061, -0.247, -0.045], [0.955, -1.331, -3.526], [0.381, -2.532, -2.764], [0.992, -3.784, -3.400], [0.661, -2.256, -0.941], [-0.045, -3.696, 0.032], [-0.175, -5.082, -0.601], [-1.412, -3.332, 0.615], [2.474, -2.435, -0.854], [3.152, -3.656, -0.884], [4.536, -3.676, -0.924], [5.248, -2.481, -0.952], [4.576, -1.272, -0.904], [3.181, -1.226, -0.841], [2.118, 0.276, -0.401], [2.914, 0.939, 1.187], [4.095, 1.683, 1.234], [4.549, 2.220, 2.426], [3.827, 2.009, 3.597], [2.673, 1.243, 3.576], [2.207, 0.712, 2.373], [0.823, -0.468, 2.134], [1.676, -2.064, 2.666], [2.895, -1.902, 3.577], [0.735, -3.095, 3.293], [-0.551, -0.282, 3.380], [-0.209, 0.123, 4.812], [-1.711, 0.550, 2.834], [2.171, 1.715, -1.617], [2.999, 1.774, -2.735], [2.950, 2.848, -3.613], [2.082, 3.898, -3.361], [1.253, 3.865, -2.246], [1.262, 2.770, -1.383], [0.166, 2.576, 0.105], [1.040, 3.687, 1.333], [0.321, 3.781, 2.678], [1.393, 5.085, 0.831], [-1.482, 3.457, -0.068], [-1.629, 4.646, -1.019], [-2.696, 2.543, -0.258], [0.689, -1.405, -4.583], [2.046, -1.342, -3.463], [0.616, -0.371, -3.152], [-0.707, -2.556, -2.889], [2.080, -3.742, -3.348], [0.722, -3.802, -4.458], [0.667, -4.722, -2.965], [0.666, -3.778, 0.859], [-0.832, -5.063, -1.472], [-0.625, -5.763, 0.126], [0.777, -5.514, -0.900], [-2.187, -3.404, -0.150], [-1.440, -2.329, 1.057], [-1.690, -4.040, 1.399], [2.608, -4.590, -0.880], [5.062, -4.622, -0.940], [6.330, -2.500, -0.991], [5.151, -0.352, -0.882], [4.643, 1.882, 0.319], [5.457, 2.811, 2.449], [4.173, 2.432, 4.531], [2.153, 1.065, 4.505], [2.053, -2.457, 1.717], [2.632, -1.444, 4.533], [3.681, -1.304, 3.120], [3.307, -2.891, 3.792], [0.514, -2.830, 4.330], [1.221, -4.072, 3.310], [-0.217, -3.207, 2.774], [-0.926, -1.308, 3.418], [0.037, 1.184, 4.877], [0.624, -0.448, 5.223], [-1.075, -0.046, 5.456], [-1.436, 1.588, 2.643], [-2.535, 0.551, 3.551], [-2.097, 0.135, 1.899], [3.693, 0.963, -2.930], [3.594, 2.871, -4.484], [2.047, 4.751, -4.027], [0.602, 4.705, -2.063], [1.976, 3.163, 1.509], [-0.586, 4.387, 2.627], [0.985, 4.263, 3.398], [0.063, 2.803, 3.083], [0.509, 5.702, 0.664], [1.984, 5.064, -0.082], [1.988, 5.588, 1.596], [-1.567, 3.845, 0.951], [-1.602, 4.313, -2.059], [-0.877, 5.419, -0.884], [-2.606, 5.108, -0.858], [-2.927, 2.388, -1.313], [-3.561, 3.025, 0.200], [-2.579, 1.566, 0.203], [-2.192, 1.064, -3.670], [-1.333, 0.985, -2.590], [-1.437, 0.043, -1.639], [-2.460, -0.813, -1.757], [-3.373, -0.814, -2.801], [-3.220, 0.147, -3.790], [-4.403, -1.880, -2.873], [-5.507, -1.992, -2.134], [-6.012, -1.062, -1.109], [-7.030, -1.472, -0.255], [-7.476, -0.558, 0.684], [-6.976, 0.669, 0.771], [-6.018, 0.965, -0.099], [-5.499, 0.171, -1.027], [-2.037, 1.835, -4.413], [-0.513, 1.680, -2.498], [-2.551, -1.554, -0.977], [-3.897, 0.176, -4.635], [-4.212, -2.666, -3.598], [-6.125, -2.869, -2.291], [-7.458, -2.462, -0.326], [-8.264, -0.817, 1.382], [-5.618, 1.970, -0.051]],
  "lowdin_spin": [1.125, -0.001, -0.005, -0.002, -0.013, 0.004, 0.001, 0.007, -0.004, -0.001, 0.000, 0.000, -0.002, -0.008, -0.042, -0.010, -0.002, -0.001, 0.000, 0.000, -0.001, -0.018, -0.001, 0.000, 0.000, -0.007, -0.002, 0.001, -0.005, -0.002, 0.000, -0.002, 0.000, -0.002, -0.003, 0.000, 0.000, 0.000, -0.001, 0.000, 0.001, 0.000, 0.000, -0.001, 0.000, 0.000, 0.000, 0.000, 0.000, 0.000, 0.000, 0.000, 0.000, 0.004, 0.000, 0.000, 0.000, 0.000, 0.000, 0.000, 0.000, 0.000, 0.000, 0.000, 0.000, 0.000, 0.000, 0.000, 0.000, 0.000, 0.000, 0.000, 0.000, 0.000, 0.001, 0.000, 0.000, 0.000, 0.000, 0.000, 0.000, 0.000, 0.000, 0.000, 0.000, 0.000, 0.000, 0.000, 0.000, 0.000, 0.000, 0.000, 0.000, 0.000, 0.001, 0.000, -0.001, -0.004, -0.001, 0.000, -0.001, 0.000, 0.000, 0.000, 0.000, 0.000, 0.000, 0.000, 0.000, 0.000, 0.000, 0.000, 0.000, 0.000, 0.000, 0.000, 0.000, 0.000],
  "e_homo_ev": [-10.5, -9.9],
  "spin_multiplicity": 2,
  "charge": 1,
  "s2": 0.789,
  "fmax_ev_per_a": 0.7,
  "lumo_ha": [-0.085, -0.085]
}



Entry 2:
{
  "formula": "C47H66AsBN6O3W",
  "method": "ωB97M-V/def2-TZVPD",
  "elements": ["W", "C", "C", "C", "C", "C", "C", "C", "C", "C", "N", "N", "B", "N", "N", "C", "C", "C", "C", "C", "C", "C", "C", "C", "N", "N", "C", "C", "C", "C", "C", "C", "C", "C", "C", "H", "H", "H", "H", "H", "H", "H", "H", "H", "H", "H", "H", "H", "H", "H", "H", "H", "H", "H", "H", "H", "H", "H", "H", "H", "H", "H", "H", "H", "H", "H", "H", "H", "H", "H", "H", "H", "H", "H", "H", "H", "H", "H", "H", "H", "H", "O", "H", "H", "O", "H", "H", "C", "C", "O", "H", "H", "H", "C", "C", "C", "C", "C", "C", "As", "C", "C", "C", "C", "C", "C", "C", "C", "C", "C", "C", "C", "H", "H", "H", "H", "H", "H", "H", "H", "H", "H", "H", "H", "H"],
  "positions_angstrom": [[-0.095, -0.563, 0.517], [3.900, -0.950, 0.689], [3.771, 0.305, -0.136], [3.583, 0.157, -1.631], [2.760, 1.288, 0.364], [3.079, 2.574, 0.804], [1.859, 3.221, 0.896], [1.646, 4.581, 1.433], [1.210, 5.624, 0.359], [0.818, 4.617, 2.707], [0.892, 2.379, 0.533], [1.423, 1.134, 0.265], [-0.649, 2.600, 0.267], [-1.111, 1.882, -0.979], [-1.102, 0.522, -1.081], [-1.599, 0.226, -2.309], [-1.768, 1.419, -3.027], [-1.480, 2.461, -2.155], [-1.511, 3.932, -2.386], [-2.864, 4.510, -1.838], [-1.326, 4.350, -3.825], [-1.977, -1.170, -2.757], [-3.498, -1.306, -2.489], [-1.734, -1.402, -4.227], [-1.359, 1.985, 1.483], [-0.940, 0.795, 1.982], [-1.425, 0.669, 3.208], [-2.232, 1.762, 3.466], [-2.175, 2.590, 2.343], [-2.835, 3.886, 2.145], [-4.252, 3.771, 1.583], [-2.895, 4.673, 3.513], [-0.846, -0.289, 4.214], [-1.842, -0.661, 5.279], [0.434, 0.288, 4.918], [4.593, -1.626, 0.192], [3.008, -1.525, 0.650], [4.231, -0.725, 1.731], [4.722, 0.818, -0.016], [2.608, -0.168, -1.918], [4.300, -0.615, -1.947], [3.756, 1.142, -2.084], [4.053, 2.969, 1.113], [2.685, 4.838, 1.722], [0.385, 5.243, -0.246], [2.042, 5.915, -0.275], [0.854, 6.559, 0.843], [-0.089, 4.072, 2.562], [0.579, 5.623, 3.043], [1.345, 4.102, 3.516], [-0.810, 3.725, 0.167], [-2.138, 1.463, -4.009], [-0.649, 4.327, -1.797], [-3.675, 4.328, -2.542], [-2.691, 5.596, -1.749], [-3.151, 4.039, -0.915], [-2.037, 3.924, -4.515], [-0.289, 4.067, -4.067], [-1.216, 5.410, -3.862], [-1.495, -1.968, -2.193], [-4.015, -0.584, -3.107], [-3.740, -1.167, -1.465], [-3.754, -2.355, -2.766], [-2.359, -0.760, -4.889], [-2.005, -2.440, -4.488], [-0.713, -1.306, -4.523], [-2.815, 1.986, 4.349], [-2.310, 4.447, 1.402], [-4.991, 3.237, 2.237], [-4.279, 3.212, 0.647], [-4.545, 4.791, 1.411], [-3.671, 4.203, 4.112], [-3.225, 5.673, 3.278], [-1.973, 4.806, 4.094], [-0.534, -1.243, 3.736], [-2.171, 0.198, 5.873], [-1.458, -1.380, 5.977], [-2.779, -1.130, 4.826], [0.134, 1.148, 5.567], [1.121, 0.685, 4.130], [0.849, -0.501, 5.480], [1.954, 0.690, -4.867], [1.380, 1.441, -4.924], [2.725, 0.933, -5.421], [1.150, -1.100, 2.154], [1.606, -1.975, 2.198], [0.927, -0.699, 2.971], [-2.074, -2.937, 2.301], [-1.454, -1.979, 1.334], [-1.995, -1.492, 0.334], [-2.966, -3.339, 1.840], [-2.342, -2.306, 3.161], [-1.376, -3.688, 2.693], [-2.466, -5.921, -1.960], [-2.014, -5.785, -0.609], [-1.082, -4.851, -0.228], [-0.513, -4.060, -1.216], [-0.859, -4.233, -2.525], [-1.850, -5.192, -2.917], [0.864, -2.667, -0.661], [1.936, -3.797, 0.490], [1.728, -4.174, 1.818], [2.590, -5.144, 2.390], [3.647, -5.606, 1.636], [3.921, -5.148, 0.352], [3.059, -4.258, -0.225], [3.199, -3.679, -1.625], [4.259, -3.913, -2.516], [4.326, -3.259, -3.719], [3.281, -2.411, -4.120], [2.203, -2.239, -3.299], [2.163, -2.860, -2.059], [-3.204, -6.660, -2.127], [-2.577, -6.340, 0.141], [-0.636, -4.870, 0.744], [-0.336, -3.663, -3.314], [-2.128, -5.303, -3.950], [0.883, -3.805, 2.378], [2.425, -5.497, 3.407], [4.290, -6.365, 2.057], [4.788, -5.481, -0.189], [5.124, -4.595, -2.284], [5.203, -3.337, -4.364], [3.272, -1.777, -5.003], [1.420, -1.571, -3.688]],
  "lowdin_spin": [1.677, 0.004, 0.001, 0.002, 0.006, 0.003, 0.004, 0.001, 0.000, 0.000, 0.006, 0.012, 0.002, 0.001, 0.020, 0.019, 0.002, 0.014, 0.002, 0.001, 0.000, 0.004, 0.001, 0.000, 0.013, 0.016, 0.010, 0.009, 0.016, 0.002, 0.001, 0.001, 0.001, 0.000, 0.001, 0.000, 0.003, 0.000, 0.000, 0.002, 0.000, 0.000, 0.000, 0.000, 0.000, 0.000, 0.000, 0.000, 0.000, 0.000, 0.000, 0.000, 0.000, 0.000, 0.000, 0.000, 0.000, 0.000, 0.000, 0.002, 0.000, 0.000, 0.000, 0.000, 0.000, 0.000, 0.000, 0.000, 0.000, 0.000, 0.000, 0.000, 0.000, 0.000, 0.000, 0.000, 0.000, 0.000, 0.000, 0.000, 0.000, 0.000, 0.000, 0.000, 0.023, 0.004, 0.003, -0.010, -0.022, 0.053, -0.001, 0.000, 0.000, -0.001, 0.001, 0.000, 0.012, 0.001, 0.001, 0.056, 0.004, -0.001, 0.000, -0.001, 0.000, -0.001, 0.001, 0.001, -0.001, 0.001, 0.001, 0.014, 0.000, 0.000, 0.000, 0.000, 0.000, 0.000, 0.000, 0.000, 0.000, 0.000, 0.000, 0.000, 0.000],
  "e_homo_ev": [-13.4, -13.4],
  "spin_multiplicity": 3,
  "charge": 2,
  "s2": 2.020,
  "fmax_ev_per_a": 2.7,
  "lumo_ha": [-0.185, -0.243]
}



Entry 3:
{
  "formula": "C47H68BN7O4S3SeSr",
  "method": "ωB97M-V/def2-TZVPD",
  "elements": ["Sr", "C", "C", "C", "C", "C", "C", "C", "Se", "C", "C", "C", "C", "C", "C", "O", "C", "C", "C", "C", "C", "C", "C", "C", "C", "O", "C", "C", "C", "C", "C", "C", "H", "H", "H", "H", "H", "H", "H", "H", "H", "H", "H", "H", "H", "H", "H", "H", "H", "H", "H", "H", "H", "H", "H", "H", "H", "H", "H", "H", "H", "H", "H", "H", "H", "H", "H", "H", "H", "H", "H", "H", "C", "C", "N", "C", "C", "S", "C", "C", "S", "C", "N", "C", "H", "H", "H", "H", "H", "H", "H", "H", "N", "C", "N", "C", "N", "C", "N", "C", "S", "N", "C", "H", "H", "H", "H", "H", "H", "H", "H", "C", "C", "C", "O", "B", "O", "C", "C", "C", "H", "H", "H", "H", "H", "H", "H", "H", "H", "H", "H", "H"],
  "positions_angstrom": [[-0.678, -0.181, 0.653], [1.554, 4.871, 6.528], [1.655, 5.240, 5.040], [1.044, 6.633, 4.819], [3.142, 5.309, 4.677], [0.898, 4.225, 4.196], [1.467, 3.538, 3.135], [0.714, 2.655, 2.397], [1.539, 1.705, 0.944], [2.518, 0.473, 2.048], [3.700, 0.906, 2.607], [4.476, 0.058, 3.383], [3.992, -1.234, 3.566], [2.818, -1.705, 3.014], [2.017, -0.849, 2.190], [0.954, -1.209, 1.599], [2.392, -3.155, 3.199], [3.279, -3.939, 4.177], [0.952, -3.217, 3.725], [2.469, -3.850, 1.835], [5.809, 0.547, 3.933], [5.582, 1.803, 4.786], [6.520, -0.495, 4.803], [6.734, 0.894, 2.755], [-0.667, 2.392, 2.618], [-1.275, 1.590, 1.846], [-1.242, 3.108, 3.715], [-0.451, 3.982, 4.440], [-2.724, 3.042, 4.090], [-3.348, 4.413, 3.773], [-2.899, 2.733, 5.587], [-3.508, 1.980, 3.321], [2.110, 5.582, 7.141], [1.962, 3.875, 6.691], [0.519, 4.871, 6.860], [1.564, 7.382, 5.420], [-0.009, 6.641, 5.089], [1.125, 6.910, 3.769], [3.645, 6.047, 5.306], [3.276, 5.603, 3.638], [3.620, 4.344, 4.835], [2.503, 3.678, 2.862], [4.013, 1.926, 2.419], [4.571, -1.914, 4.168], [3.333, -3.448, 5.146], [4.288, -4.068, 3.786], [2.851, -4.931, 4.326], [0.877, -2.686, 4.673], [0.645, -4.253, 3.875], [0.274, -2.754, 3.011], [3.473, -3.767, 1.417], [1.767, -3.387, 1.147], [2.223, -4.907, 1.940], [4.896, 1.583, 5.602], [5.149, 2.601, 4.190], [6.524, 2.163, 5.205], [5.882, -0.812, 5.625], [7.430, -0.064, 5.224], [6.799, -1.369, 4.217], [6.289, 1.664, 2.131], [6.900, 0.014, 2.135], [7.700, 1.255, 3.114], [-0.919, 4.530, 5.249], [-2.871, 5.208, 4.344], [-4.414, 4.418, 4.003], [-3.218, 4.631, 2.715], [-2.438, 3.485, 6.222], [-2.449, 1.770, 5.816], [-3.959, 2.686, 5.838], [-3.414, 2.138, 2.252], [-4.561, 2.023, 3.608], [-3.129, 0.982, 3.529], [4.167, -0.078, -0.652], [3.557, 0.429, -1.892], [2.326, 0.408, -2.200], [2.066, 0.903, -3.441], [3.169, 1.373, -4.102], [4.584, 1.161, -3.152], [0.741, 0.807, -4.012], [0.380, 1.268, -5.250], [-1.233, 0.813, -5.620], [-1.309, 0.003, -4.029], [-0.236, 0.126, -3.361], [-2.508, -0.730, -3.606], [3.501, -0.810, -0.198], [4.302, 0.738, 0.059], [5.137, -0.528, -0.853], [3.233, 1.792, -5.086], [0.960, 1.828, -5.955], [-3.243, -0.776, -4.407], [-2.922, -0.236, -2.723], [-2.222, -1.730, -3.285], [-2.024, -3.509, -0.381], [-3.017, -4.091, -0.185], [-3.958, -4.899, 0.050], [-5.225, -4.906, -0.059], [-6.374, -5.067, -0.125], [2.291, -6.734, -1.825], [2.474, -5.296, -1.779], [1.461, -4.359, -1.724], [1.704, -2.971, -2.610], [0.376, -4.547, -0.991], [0.122, -5.617, -0.061], [3.070, -7.168, -2.449], [1.321, -7.006, -2.246], [2.375, -7.182, -0.831], [3.195, -4.952, -2.398], [-0.367, -3.819, -0.955], [-0.380, -6.461, -0.545], [-0.543, -5.222, 0.706], [1.042, -5.962, 0.404], [-5.260, 2.163, -0.193], [-4.986, 0.832, -0.905], [-5.557, 0.936, -2.324], [-3.567, 0.672, -0.976], [-3.115, -0.272, -0.041], [-4.222, -0.847, 0.538], [-5.437, -0.414, -0.076], [-6.462, -0.123, 1.019], [-5.960, -1.559, -0.950], [-4.694, 2.944, -0.695], [-4.921, 2.112, 0.835], [-6.319, 2.411, -0.222], [-5.090, 1.788, -2.815], [-6.634, 1.097, -2.297], [-5.347, 0.048, -2.910], [-6.020, 0.496, 1.792], [-6.758, -1.066, 1.472], [-7.340, 0.367, 0.604], [-5.222, -1.823, -1.702], [-6.897, -1.284, -1.430], [-6.123, -2.438, -0.333]],
  "mulliken_charge": [1.788, -1.742, 2.199, -1.750, -2.011, -0.435, 0.397, -0.461, -0.043, 1.385, -1.085, -0.376, -0.345, -0.279, 0.010, -2.321, 2.771, -2.577, -1.933, -1.333, 2.203, -1.718, -2.416, -1.775, 0.576, -0.701, -0.194, -0.627, 3.048, -1.871, -1.932, -2.279, 0.485, 0.332, 0.309, 0.456, 0.325, 0.351, 0.501, 0.363, 0.235, 0.216, 0.360, 0.654, 0.463, 0.365, 0.500, 0.411, 0.495, 0.176, 0.232, -0.065, 0.426, 0.355, 0.263, 0.475, 0.411, 0.438, 0.440, 0.305, 0.337, 0.486, 0.192, 0.344, 0.442, 0.363, 0.365, 0.375, 0.456, -0.071, 0.679, 0.282, -0.683, 0.425, 0.328, -0.354, -0.583, -0.330, 0.178, -0.658, -0.285, 0.264, 0.109, -0.229, -0.227, 0.280, 0.581, 0.398, 0.401, 0.512, -0.076, 0.184, -0.814, 0.613, -0.792, 0.581, -0.720, -0.970, -0.141, 0.350, -0.499, 0.250, -1.126, 0.362, 0.285, 0.256, 0.283, 0.274, 0.361, 0.257, 0.327, -1.833, 2.158, -2.243, -1.123, 1.515, -0.696, 1.856, -1.885, -2.102, 0.525, 0.062, 0.349, 0.459, 0.424, 0.395, 0.194, 0.484, 0.338, 0.298, 0.278, 0.475],
  "e_homo_ev": -1.1,
  "spin_multiplicity": 1,
  "charge": -2,
  "fmax_ev_per_a": 2.3,
  "lumo_ha": 0.129
}